This record from the OMol25 dataset describes C5H9N2P in the gas phase. The level of theory is ωB97M-V/def2-TZVPD.

Each atom is followed by the atoms it is bonded to, with distances in Å.
Geometry (Å):
1 P -2.56 1.30 0.14  N3 1.686, C6 1.669
2 N -2.40 -1.22 -0.26  N3 1.289, C7 1.274
3 N -3.19 -0.20 -0.30  P1 1.686, N2 1.289, H9 1.047
4 C 0.23 1.08 0.73  C6 1.468, C8 1.540, H12 1.033, H17 1.078
5 C -0.22 -2.08 0.11  C7 1.476, H10 1.128, H14 1.095, H15 1.103
6 C -1.10 0.54 0.42  P1 1.669, C4 1.468, C7 1.550
7 C -1.19 -0.97 0.07  N2 1.274, C5 1.476, C6 1.550
8 C 0.95 1.42 -0.58  C4 1.540, H11 1.088, H13 1.185, H16 1.133
9 H -4.19 -0.32 -0.57  N3 1.047
10 H -0.63 -2.77 0.89  C5 1.128
11 H 0.99 0.58 -1.26  C8 1.088
12 H 0.13 1.82 1.45  C4 1.033
13 H 1.85 2.19 -0.54  C8 1.185
14 H 0.69 -1.76 0.62  C5 1.095
15 H 0.14 -2.36 -0.90  C5 1.103
16 H 0.25 2.20 -1.01  C8 1.133
17 H 0.95 0.49 1.27  C4 1.078

As for the multiplicity: 1. The energy above the lowest of the compared OMol25 structures with the same formula, charge and spin comes out at 21.42 kcal/mol. The value obtained for the HOMO-LUMO gap is 0.36855 Ha. As for the SMILES: CCc1p[nH]nc1C.